No. 1
Computed, not measured: 4 unconnected molecules or ions with the total composition C29H65BrN5O4P2, with ωB97M-V with the def2-TZVPD basis set.

```
106
C29H65BrN5O4P2, DFT ωB97M-V with the def2-TZVPD basis set
N 0.279 2.472 -0.440
C -0.498 1.626 0.459
P -1.181 0.100 -0.351
C -2.805 0.883 -1.040
N -3.993 0.090 -0.766
P 0.647 -1.195 0.381
O 1.565 -1.413 -0.992
Br -0.392 -3.148 0.389
H 1.260 2.231 -0.439
H -0.063 2.495 -1.393
H -1.341 2.186 0.868
H 0.133 1.339 1.299
H -1.986 -0.775 0.457
H -0.726 -0.163 -1.691
H -2.952 1.901 -0.663
H -2.694 0.965 -2.125
H -4.027 -0.269 0.182
H -4.082 -0.691 -1.401
H 2.182 -0.677 -1.101
C -7.156 -2.583 3.945
C -6.525 -2.110 2.615
C -7.315 -2.605 1.396
C -7.164 -4.099 1.126
C -5.690 -4.476 1.000
C -4.864 -4.060 2.220
N -5.110 -2.596 2.482
O -4.373 -1.829 1.766
C -5.221 -4.940 3.424
C -3.377 -4.232 1.941
C -6.518 -0.584 2.615
H -8.054 -3.181 3.780
H -6.469 -3.167 4.548
H -7.439 -1.723 4.550
H -6.970 -2.052 0.516
H -8.365 -2.343 1.545
H -7.646 -4.683 1.916
H -7.684 -4.350 0.200
H -5.576 -5.554 0.862
H -5.272 -3.993 0.111
H -4.744 -4.570 4.332
H -4.842 -5.945 3.233
H -6.290 -5.027 3.603
H -3.087 -3.704 1.041
H -3.148 -5.291 1.812
H -2.776 -3.849 2.766
H -5.887 -0.201 3.417
H -7.540 -0.242 2.785
H -6.167 -0.173 1.671
C 5.179 -2.805 1.298
C 4.591 -2.156 2.574
C 4.547 -0.625 2.468
C 5.914 0.044 2.563
C 6.633 -0.387 3.840
C 6.760 -1.908 3.964
N 5.393 -2.515 3.792
O 4.704 -2.508 4.874
C 7.771 -2.437 2.939
C 7.273 -2.289 5.348
C 3.170 -2.674 2.744
H 5.457 -2.060 0.551
H 6.051 -3.417 1.504
H 4.440 -3.464 0.845
H 3.911 -0.245 3.273
H 4.051 -0.369 1.527
H 6.519 -0.191 1.683
H 5.787 1.128 2.568
H 7.636 0.045 3.883
H 6.083 -0.008 4.707
H 7.771 -3.528 2.922
H 8.766 -2.105 3.237
H 7.599 -2.074 1.929
H 6.659 -1.866 6.137
H 8.292 -1.916 5.458
H 7.286 -3.373 5.470
H 3.163 -3.752 2.911
H 2.630 -2.452 1.823
H 2.648 -2.194 3.568
C 2.311 6.219 -4.443
C 1.819 4.770 -4.216
C 2.392 3.804 -5.262
C 1.781 3.966 -6.649
C 0.260 3.848 -6.583
C -0.371 4.833 -5.594
N 0.320 4.677 -4.266
O -0.148 3.702 -3.577
C -0.276 6.263 -6.139
C -1.849 4.517 -5.396
C 2.267 4.337 -2.827
H 2.979 6.293 -5.301
H 1.495 6.918 -4.590
H 2.857 6.568 -3.567
H 2.214 2.779 -4.918
H 3.475 3.944 -5.295
H 2.076 4.923 -7.090
H 2.175 3.191 -7.309
H -0.183 4.021 -7.567
H -0.008 2.830 -6.286
H -0.595 6.987 -5.388
H -0.948 6.349 -6.993
H 0.718 6.535 -6.483
H -2.006 3.483 -5.102
H -2.372 4.696 -6.337
H -2.283 5.160 -4.630
H 1.800 4.951 -2.056
H 3.351 4.444 -2.750
H 2.008 3.298 -2.637
```

Computed properties:
E ... -4975.198838 a.u.
Lowest unoccupied orbital energy (alpha / beta) ... 0.26 / 0.24 eV
Spin multiplicity ... 4
Total charge ... 0

Mulliken atomic charge list, values in e, 6 entries: number 1, N, carries -0.40; number 2, C, carries -1.05; number 3, P, carries 1.02; number 4, C, carries -0.88; number 5, N, carries -0.52; number 6, P, carries 0.14

***

No. 2
Computed, not measured: 8 unconnected molecules or ions with the total composition C29H65IO24S7, with ωB97M-V with the def2-TZVPD basis set.

```
126
C29H65IO24S7, DFT ωB97M-V with the def2-TZVPD basis set
C 2.478 -0.960 6.390
C 1.636 0.225 6.111
C 0.324 0.449 6.324
C -0.710 -0.553 6.691
C -1.776 -0.117 7.706
C -3.048 0.435 7.085
I -4.147 -1.069 6.041
C 0.168 1.922 6.242
O -0.505 2.584 6.971
O 1.238 2.463 5.533
C 2.133 1.411 5.374
O 2.904 1.377 4.462
H 3.306 -1.074 5.703
H 2.930 -0.775 7.369
H 1.904 -1.864 6.539
H -0.280 -1.528 6.870
H -1.274 -0.692 5.760
H -2.088 -1.018 8.232
H -1.377 0.580 8.436
H -3.675 0.848 7.863
H -2.843 1.207 6.353
O 2.264 -0.965 0.347
S 2.158 0.455 0.203
O 1.469 1.005 -0.929
O 3.604 1.090 0.277
C 4.626 0.548 -0.597
C 4.499 1.050 -2.021
C 1.544 1.152 1.693
H 4.608 -0.541 -0.558
H 5.575 0.871 -0.176
H 3.599 0.665 -2.500
H 5.361 0.727 -2.603
H 4.439 2.138 -2.039
H 2.122 0.750 2.515
H 0.497 0.865 1.778
H 1.636 2.233 1.644
O -4.314 0.064 -3.413
S -3.611 0.931 -4.308
O -2.864 0.374 -5.398
O -2.670 1.886 -3.472
C -1.744 1.284 -2.529
C -0.522 0.721 -3.218
C -4.690 2.169 -4.931
H -2.260 0.530 -1.934
H -1.459 2.091 -1.858
H -0.781 -0.139 -3.836
H 0.224 0.414 -2.482
H -0.078 1.474 -3.871
H -5.225 2.622 -4.100
H -5.382 1.679 -5.611
H -4.097 2.908 -5.464
O -9.276 -0.573 5.272
S -8.831 -1.621 6.136
O -7.439 -1.929 6.231
O -9.639 -2.943 5.795
C -9.662 -3.374 4.413
C -8.379 -4.065 4.000
C -9.479 -1.378 7.752
H -9.883 -2.522 3.769
H -10.502 -4.061 4.346
H -7.542 -3.368 3.980
H -8.493 -4.491 3.003
H -8.129 -4.861 4.701
H -10.544 -1.184 7.677
H -8.963 -0.519 8.175
H -9.281 -2.267 8.344
O -8.623 5.480 -3.119
S -7.714 5.086 -2.088
O -6.500 4.411 -2.426
O -8.501 4.236 -1.008
C -9.276 3.109 -1.484
C -8.415 1.899 -1.788
C -7.342 6.463 -1.060
H -9.864 3.411 -2.351
H -9.971 2.884 -0.680
H -7.770 2.076 -2.647
H -9.049 1.040 -2.007
H -7.776 1.661 -0.939
H -8.271 6.947 -0.775
H -6.723 7.139 -1.645
H -6.798 6.110 -0.189
O 7.435 -2.856 1.559
S 7.722 -1.498 1.914
O 7.658 -0.470 0.921
O 9.119 -1.436 2.647
C 10.249 -2.055 1.975
C 10.802 -1.195 0.858
C 6.728 -1.022 3.283
H 9.962 -3.042 1.612
H 10.995 -2.196 2.753
H 10.097 -1.116 0.032
H 11.724 -1.633 0.478
H 11.007 -0.186 1.217
H 6.809 -1.783 4.054
H 5.704 -0.946 2.924
H 7.074 -0.057 3.645
O 7.202 -2.702 -3.375
S 7.484 -3.719 -2.407
O 8.821 -3.892 -1.927
O 6.956 -5.110 -2.973
C 7.379 -5.493 -4.298
C 8.794 -6.035 -4.324
C 6.390 -3.581 -1.046
H 7.262 -4.648 -4.978
H 6.674 -6.262 -4.610
H 9.520 -5.256 -4.097
H 9.019 -6.437 -5.312
H 8.915 -6.824 -3.582
H 5.375 -3.492 -1.426
H 6.676 -2.689 -0.513
H 6.499 -4.454 -0.413
O 1.467 0.607 -8.805
S 0.197 1.211 -8.533
O -0.603 1.697 -9.615
O 0.417 2.389 -7.485
C 1.431 3.369 -7.789
C 0.968 4.385 -8.814
C -0.772 0.176 -7.502
H 2.343 2.864 -8.111
H 1.646 3.859 -6.842
H 0.829 3.926 -9.791
H 1.708 5.179 -8.910
H 0.014 4.821 -8.517
H -0.167 -0.147 -6.661
H -1.078 -0.678 -8.102
H -1.639 0.727 -7.166
```

Computed properties:
E ... -6034.664161 a.u.
SMILES ... CC1=C(CCCI)C(=O)OC1=O.CCOS(C)(=O)=O.CCOS(C)(=O)=O.CCOS(C)(=O)=O.CCOS(C)(=O)=O.CCOS(C)(=O)=O.CCOS(C)(=O)=O.CCOS(C)(=O)=O
Lowest unoccupied orbital energy ... -0.87 eV
Spin multiplicity ... 1
Total charge ... 0

Mulliken atomic charge list, values in e, 6 entries: number 1, C, carries -1.36; number 2, C, carries 0.36; number 3, C, carries 0.62; number 4, C, carries -0.42; number 5, C, carries -0.85; number 6, C, carries -1.00

***

No. 3
Computed, not measured: 4 unconnected molecules or ions with the total composition C29H68BFNO12P, with ωB97M-V with the def2-TZVPD basis set.

```
113
C29H68BFNO12P, DFT ωB97M-V with the def2-TZVPD basis set
C -4.733 -4.812 -3.131
O -5.457 -4.539 -1.955
C -6.670 -3.870 -2.229
C -7.267 -3.362 -0.939
C -6.423 -2.288 -0.257
C -6.957 -1.985 1.149
C -6.408 -0.689 1.770
C -5.716 -0.937 3.110
C -5.364 0.328 3.874
C -4.145 1.121 3.360
C -2.913 0.801 4.197
C -1.563 1.197 3.576
C -1.179 0.428 2.308
C 0.014 -0.537 2.452
O 0.860 -0.230 3.565
C 0.784 -1.154 4.598
F 1.373 -0.584 5.692
C 0.841 -0.730 1.147
C -0.156 -1.371 0.120
C -0.576 -0.455 -1.024
C -1.711 -1.070 -1.859
C -2.014 -0.173 -3.054
O -3.412 -0.175 -3.360
C 1.969 -1.723 1.476
P 2.819 -2.564 0.102
O 2.446 -3.997 0.095
O 4.406 -2.407 0.256
O 2.447 -1.870 -1.273
O 1.297 0.498 0.599
C 2.100 1.351 1.431
C 1.187 2.537 1.882
N 1.837 3.848 1.946
C 3.317 1.876 0.677
B 4.234 0.734 0.094
O 5.119 0.166 0.981
O 4.187 0.289 -1.219
H -4.524 -3.891 -3.685
H -3.787 -5.262 -2.844
H -5.279 -5.497 -3.786
H -7.368 -4.579 -2.695
H -6.505 -3.054 -2.943
H -7.308 -4.214 -0.256
H -8.277 -2.990 -1.102
H -6.382 -1.379 -0.859
H -5.421 -2.703 -0.141
H -6.652 -2.823 1.779
H -8.046 -1.960 1.116
H -5.731 -0.178 1.086
H -7.256 -0.037 1.988
H -4.854 -1.599 2.984
H -6.430 -1.494 3.721
H -6.239 0.981 3.881
H -5.145 0.039 4.902
H -3.963 0.889 2.307
H -4.367 2.186 3.408
H -2.885 -0.265 4.436
H -2.973 1.373 5.123
H -0.824 1.102 4.365
H -1.636 2.259 3.334
H -1.044 1.124 1.487
H -2.033 -0.187 2.014
H -0.427 -1.521 2.639
H -0.254 -1.387 4.856
H 1.331 -2.071 4.353
H -1.074 -1.660 0.636
H 0.247 -2.287 -0.299
H 0.272 -0.228 -1.669
H -0.947 0.497 -0.650
H -1.444 -2.075 -2.184
H -2.608 -1.098 -1.237
H -1.721 0.846 -2.785
H -1.424 -0.465 -3.925
H -3.652 0.717 -3.611
H 1.527 -2.552 2.022
H 2.716 -1.283 2.140
H 4.665 -2.840 1.078
H 2.537 -2.574 -1.932
H 2.473 0.850 2.322
H 0.733 2.280 2.838
H 0.431 2.605 1.103
H 1.163 4.534 1.639
H 2.162 4.076 2.874
H 3.013 2.540 -0.131
H 3.938 2.413 1.390
H 5.776 -0.352 0.509
H 4.660 0.918 -1.784
C 0.350 6.396 -2.400
C 0.844 5.889 -1.058
O 0.049 4.809 -0.573
H -0.688 6.719 -2.325
H 0.954 7.234 -2.749
H 0.396 5.603 -3.151
H 0.782 6.675 -0.306
H 1.888 5.568 -1.129
H 0.104 4.093 -1.213
C 6.086 3.257 -4.947
C 6.646 2.846 -3.600
O 5.788 1.915 -2.935
H 5.097 3.701 -4.829
H 6.740 3.980 -5.436
H 5.982 2.389 -5.603
H 6.732 3.707 -2.939
H 7.638 2.400 -3.714
H 5.708 1.132 -3.495
C 7.692 -2.957 -1.504
C 8.411 -1.876 -2.291
O 7.494 -0.975 -2.908
H 7.020 -3.516 -2.154
H 8.403 -3.651 -1.053
H 7.085 -2.519 -0.708
H 8.998 -2.314 -3.096
H 9.091 -1.316 -1.640
H 6.971 -0.566 -2.210
```

Computed properties:
E ... -2569.588972 a.u.
SMILES ... COCCCCCCCCCCC[C@H](OCF)[C@](CCCCO)(CP(=O)(O)O)O[C@H](CN)CB(O)O.CCO.CCO.CCO
Lowest unoccupied orbital energy ... 0.37 eV
Spin multiplicity ... 1
Total charge ... 0

Mulliken atomic charge list, values in e, 6 entries: number 1, C, carries -0.72; number 2, O, carries -0.31; number 3, C, carries -0.63; number 4, C, carries -0.78; number 5, C, carries -0.42; number 6, C, carries -0.82

***

No. 4
Computed, not measured: 5 unconnected molecules or ions with the total composition C29H68ClFN4O7S2, with ωB97M-V with the def2-TZVPD basis set.

```
112
C29H68ClFN4O7S2, DFT ωB97M-V with the def2-TZVPD basis set
C 7.984 -3.633 -5.949
C 6.647 -3.622 -5.191
Cl 5.944 -5.279 -5.221
C 6.813 -3.259 -3.713
C 7.235 -1.793 -3.601
O 6.080 -0.985 -3.212
S 5.939 -1.085 -1.632
O 5.277 0.068 -1.158
O 5.463 -2.346 -1.176
O 7.540 -1.106 -1.313
C 8.233 -1.417 -2.502
O 9.261 -2.279 -2.276
S 9.128 0.191 -2.973
O 9.091 1.103 -1.886
O 10.371 -0.179 -3.555
F 8.210 0.769 -4.096
H 8.258 -4.649 -6.201
H 8.767 -3.162 -5.363
H 7.881 -3.096 -6.888
H 5.917 -2.963 -5.647
H 5.853 -3.411 -3.239
H 7.525 -3.953 -3.274
H 7.662 -1.448 -4.536
H 9.005 -2.884 -1.569
C 4.338 0.753 2.006
C 2.894 1.011 2.403
N 2.675 2.315 2.999
C 1.360 2.450 3.598
C 0.133 2.386 2.678
C 3.134 3.446 2.213
C 2.556 3.623 0.801
H 5.009 0.870 2.859
H 4.436 -0.267 1.634
H 4.670 1.418 1.209
H 2.608 0.252 3.134
H 2.255 0.848 1.521
H 1.331 3.387 4.162
H 1.261 1.660 4.350
H 0.002 3.304 2.106
H -0.769 2.251 3.279
H 0.188 1.549 1.979
H 4.221 3.379 2.129
H 2.956 4.357 2.791
H 2.507 2.680 0.255
H 3.193 4.300 0.227
H 1.559 4.063 0.816
C 1.070 0.183 -0.977
C 0.599 1.227 -1.979
N -0.670 0.895 -2.600
C -0.992 1.741 -3.735
C -1.233 3.236 -3.484
C -1.766 0.621 -1.688
C -2.174 1.723 -0.700
H 1.131 -0.803 -1.440
H 2.064 0.447 -0.613
H 0.412 0.119 -0.109
H 1.348 1.297 -2.772
H 0.582 2.210 -1.480
H -1.866 1.321 -4.241
H -0.171 1.646 -4.453
H -2.206 3.422 -3.031
H -1.216 3.774 -4.434
H -0.465 3.675 -2.847
H -1.513 -0.274 -1.113
H -2.640 0.329 -2.276
H -1.313 2.207 -0.235
H -2.775 1.285 0.101
H -2.788 2.490 -1.169
C 0.245 -1.531 3.190
C -0.930 -2.161 3.922
N -2.011 -1.219 4.147
C -3.039 -1.718 5.042
C -3.873 -2.923 4.588
C -2.478 -0.522 2.964
C -3.006 -1.348 1.785
H 0.614 -0.656 3.725
H 1.060 -2.252 3.116
H -0.015 -1.233 2.173
H -0.586 -2.518 4.896
H -1.252 -3.053 3.361
H -3.714 -0.892 5.286
H -2.550 -1.977 5.987
H -4.613 -2.649 3.838
H -4.419 -3.332 5.441
H -3.252 -3.724 4.186
H -1.654 0.095 2.596
H -3.243 0.198 3.269
H -2.387 -2.220 1.570
H -3.017 -0.726 0.887
H -4.030 -1.685 1.948
C -5.942 -0.468 -1.486
C -7.322 0.064 -1.128
N -7.873 -0.508 0.086
C -9.279 -0.197 0.274
C -9.680 1.267 0.495
C -7.039 -0.403 1.270
C -6.625 1.002 1.731
H -5.953 -1.556 -1.568
H -5.629 -0.060 -2.448
H -5.187 -0.183 -0.751
H -8.002 -0.185 -1.948
H -7.272 1.164 -1.089
H -9.655 -0.797 1.108
H -9.813 -0.566 -0.607
H -9.439 1.610 1.501
H -10.759 1.373 0.372
H -9.204 1.937 -0.221
H -6.132 -0.989 1.100
H -7.542 -0.913 2.095
H -6.316 1.640 0.902
H -5.777 0.927 2.417
H -7.427 1.501 2.272
```

Computed properties:
E ... -3247.786527 a.u.
SMILES ... C[C@@H](Cl)C[C@H]1OS(=O)(=O)O[C@]1(O)S(=O)(=O)F.CCN(CC)CC.CCN(CC)CC.CCN(CC)CC.CCN(CC)CC
Lowest unoccupied orbital energy ... 0.24 eV
Spin multiplicity ... 1
Total charge ... 0

Mulliken atomic charge list, values in e, 6 entries: number 1, C, carries -1.26; number 2, C, carries 0.30; number 3, Cl, carries -0.22; number 4, C, carries -1.49; number 5, C, carries -0.53; number 6, O, carries -0.44

***

- The highest spin multiplicity belongs to which entry?
  C29H65BrN5O4P2